(1)
21
Properties=species:S:1:pos:R:3 method="wB97M-V/def2-TZVPD" total_charge=+1 relative_energy_kj_mol=266.0 gap_ev=8.00 lumo_ev=-3.57
C -0.748 -0.883 -1.129
C -1.599 0.726 0.627
C 1.300 1.808 -0.993
C -1.898 -0.166 -0.535
C 0.747 0.278 0.230
C 3.100 -0.946 0.109
N 0.446 -0.754 -0.740
N -0.341 0.893 0.960
N -2.665 1.093 1.314
O 0.670 2.778 -0.950
S 2.025 -0.145 1.307
H -0.738 -1.656 -1.963
H 2.179 1.324 -1.471
H -2.621 0.440 -1.094
H -2.671 -0.899 -0.219
H 3.409 -2.012 0.562
H 4.070 -0.480 -0.116
H 2.600 -1.215 -0.754
H 0.127 1.497 1.609
H -3.598 0.883 0.950
H -2.628 1.262 2.303

---

(2)
11
Properties=species:S:1:pos:R:3 method="wB97M-V/def2-TZVPD" total_charge=0 relative_energy_kj_mol=103.3 gap_ev="6.16 / 6.16" lumo_ev="-1.48 / -1.48"
O -0.832 0.508 -2.041
C 0.029 0.773 -1.061
H 0.148 1.837 -0.795
C 0.775 -0.223 -0.425
C 0.836 -0.103 1.076
C -0.678 -0.020 0.899
O -1.375 -1.119 0.882
Hg -2.090 -0.237 -0.747
H 0.688 -1.236 -0.829
H 1.273 0.823 1.471
H 1.225 -1.003 1.571

---

(3)
47
Properties=species:S:1:pos:R:3 method="wB97M-V/def2-TZVPD" total_charge=0 relative_energy_kj_mol=45.3 gap_ev=9.31 lumo_ev=0.60 smiles="O=C(CCc1nc2cccnc2n1Cc1ccccc1)NCc1ccsc1"
O -2.639 -2.495 -0.740
C -2.138 -1.384 -0.581
C -1.356 -1.146 0.708
C -0.402 -2.308 0.966
C 0.555 -1.856 2.032
N 0.193 -1.855 3.267
C 1.245 -1.230 3.929
C 1.394 -0.920 5.276
C 2.576 -0.254 5.641
C 3.530 0.122 4.667
N 3.339 -0.174 3.369
C 2.242 -0.855 3.023
N 1.803 -1.284 1.768
C 2.519 -0.946 0.508
C 1.848 0.220 -0.152
C 1.901 1.486 0.413
C 1.269 2.543 -0.258
C 0.644 2.388 -1.484
C 0.657 1.113 -2.079
C 1.272 0.044 -1.417
N -2.207 -0.429 -1.560
C -2.964 -0.674 -2.788
C -2.770 0.539 -3.648
C -3.222 1.863 -3.232
C -3.007 2.795 -4.228
S -2.309 2.103 -5.677
C -2.272 0.491 -4.942
H -2.098 -0.959 1.537
H -0.765 -0.219 0.574
H 0.184 -2.587 0.071
H -0.982 -3.223 1.272
H 0.627 -1.226 5.955
H 2.719 -0.025 6.706
H 4.473 0.613 4.970
H 2.517 -1.819 -0.164
H 3.571 -0.673 0.662
H 2.405 1.687 1.345
H 1.270 3.486 0.259
H 0.179 3.233 -1.939
H 0.238 0.995 -3.053
H 1.269 -0.914 -1.899
H -1.805 0.477 -1.379
H -4.015 -0.803 -2.584
H -2.557 -1.556 -3.293
H -3.687 2.185 -2.287
H -3.271 3.836 -4.064
H -1.978 -0.405 -5.470

---

(4)
9
Properties=species:S:1:pos:R:3 method="wB97M-V/def2-TZVPD" total_charge=0 relative_energy_kj_mol=156.8 gap_ev=12.35 lumo_ev=0.56
C 1.747 0.341 0.163
C -1.056 0.254 -0.343
C 0.087 -0.619 0.326
N 2.766 0.880 0.160
F 0.274 -1.814 -0.244
H -1.975 -0.112 0.068
H -1.077 0.174 -1.347
H -0.951 1.384 -0.132
H 0.185 -0.488 1.349

---

(5)
14
Properties=species:S:1:pos:R:3 method="wB97M-V/def2-TZVPD" total_charge=0 relative_energy_kj_mol=164.4 gap_ev=8.91 lumo_ev=0.19 smiles="O=CNCCSS"
O -1.455 -3.110 0.413
C -0.785 -2.442 1.140
N -1.187 -1.139 1.546
C -0.409 0.000 1.058
C -0.887 0.294 -0.414
S 0.303 1.242 -1.513
S 1.897 1.827 -0.334
H 0.231 -2.640 1.515
H -2.168 -1.005 1.720
H 0.613 -0.367 1.099
H -0.579 0.895 1.625
H -1.238 -0.655 -0.812
H -1.865 0.784 -0.346
H 2.400 0.790 0.395

---

(6)
90
Properties=species:S:1:pos:R:3 method="wB97M-V/def2-TZVPD" total_charge=-1 relative_energy_kj_mol=0.0 gap_ev=7.08 lumo_ev=1.49
C 4.834 3.965 1.022
C 4.563 2.951 0.451
C 3.950 1.726 -0.021
C 3.338 1.817 -1.435
C 2.892 3.197 -1.944
S 1.678 4.032 -0.903
O 1.369 3.234 0.254
O 0.516 4.278 -1.730
N 2.265 5.448 -0.350
S 3.035 6.314 -1.433
O 2.495 6.239 -2.771
O 4.470 6.150 -1.383
H 5.014 4.928 1.412
H 4.764 0.991 -0.076
H 3.212 1.337 0.668
H 4.115 1.490 -2.128
H 2.518 1.121 -1.569
H 2.388 3.033 -2.890
H 3.763 3.803 -2.161
H 2.833 7.594 -1.034
C 7.523 -1.055 0.918
Cl 7.234 -1.831 -0.647
Cl 6.392 0.266 1.198
H 7.405 -1.795 1.702
H 8.532 -0.657 0.927
C 3.379 -1.850 3.368
Cl 3.464 -1.235 1.717
Cl 4.854 -1.491 4.283
H 2.539 -1.385 3.869
H 3.248 -2.925 3.333
C -0.345 -1.726 0.839
Cl 0.343 -2.418 2.309
Cl 0.520 -2.263 -0.613
H -1.381 -2.036 0.762
H -0.280 -0.644 0.900
C -2.162 -2.827 5.276
Cl -2.744 -1.720 4.030
Cl -0.410 -2.725 5.519
H -2.648 -2.584 6.214
H -2.411 -3.839 4.977
C -0.239 -0.206 -3.135
Cl -0.003 1.419 -2.501
Cl 0.578 -0.440 -4.695
H 0.157 -0.922 -2.425
H -1.295 -0.363 -3.275
C -0.808 -5.915 -1.045
Cl -1.858 -5.389 -2.367
Cl -1.470 -7.322 -0.197
H 0.159 -6.179 -1.456
H -0.704 -5.101 -0.339
C -5.359 1.156 3.770
Cl -4.610 0.552 5.252
Cl -4.546 0.567 2.313
H -6.390 0.826 3.745
H -5.308 2.239 3.777
C -2.732 -10.604 1.391
Cl -2.455 -10.150 3.077
Cl -2.454 -12.329 1.124
H -3.759 -10.373 1.135
H -2.053 -10.041 0.762
C 9.098 1.182 -2.909
Cl 9.367 -0.561 -2.734
Cl 7.804 1.757 -1.857
H 10.013 1.699 -2.647
H 8.831 1.389 -3.938
C -2.699 5.294 -2.518
Cl -3.574 6.027 -3.877
Cl -3.590 3.918 -1.848
H -1.733 4.947 -2.863
H -2.574 6.038 -1.743
C -3.288 4.804 3.797
Cl -3.012 3.493 4.957
Cl -3.327 4.211 2.137
H -4.244 5.263 4.018
H -2.491 5.532 3.896
C -6.342 6.627 -1.429
Cl -6.858 8.270 -1.840
Cl -4.912 6.621 -0.399
H -7.150 6.132 -0.902
H -6.107 6.097 -2.344
C -4.825 -7.812 -2.492
Cl -4.319 -8.991 -1.277
Cl -5.011 -8.551 -4.086
H -5.776 -7.391 -2.190
H -4.070 -7.037 -2.552
C -4.264 -1.344 -2.113
Cl -5.405 -2.548 -1.496
Cl -2.613 -1.666 -1.572
H -4.284 -1.368 -3.196
H -4.561 -0.365 -1.754

---

(7)
42
Properties=species:S:1:pos:R:3 method="wB97M-V/def2-TZVPD" total_charge=+2 relative_energy_kj_mol=298.6 gap_ev=3.22 lumo_ev=-11.24
Be -0.035 -0.128 0.279
O 0.246 2.638 -0.046
C 0.194 1.446 0.092
C 0.268 -1.505 -0.606
O 0.456 -2.554 -1.104
C 1.556 0.051 0.009
O 2.719 -0.011 -0.251
C -1.325 0.399 -0.554
O -2.344 0.688 -1.082
C 0.032 0.666 -4.697
H -0.873 1.281 -4.694
H 0.990 1.192 -4.680
C -0.032 -0.673 -4.762
H 0.871 -1.288 -4.796
H -0.991 -1.197 -4.813
C 3.420 1.878 7.321
C 1.935 1.697 7.519
N 1.269 0.717 6.649
C 1.235 -0.659 7.204
C 0.216 -0.820 8.316
C 1.190 0.968 5.285
O 1.790 1.914 4.767
C 0.259 0.160 4.394
C -0.888 -0.494 4.845
C -1.646 -1.224 3.924
C -1.330 -1.150 2.558
N -0.352 -0.335 2.114
C 0.445 0.297 3.005
H 3.964 0.935 7.374
H 3.846 2.524 8.091
H 3.609 2.359 6.362
H 1.710 1.365 8.533
H 1.461 2.668 7.352
H 1.015 -1.347 6.383
H 2.237 -0.911 7.593
H -0.720 -0.342 8.025
H 0.020 -1.883 8.488
H 0.540 -0.369 9.259
H -1.170 -0.395 5.902
H -2.491 -1.848 4.216
H -1.904 -1.710 1.813
H 1.223 0.958 2.608

---

(8)
88
Properties=species:S:1:pos:R:3 method="wB97M-V/def2-TZVPD" total_charge=+2 gap_ev="8.77 / 6.37" spin_multiplicity=6 lumo_ev="-5.19 / -7.81" s_squared=8.7967
Fe 0.632 0.196 -0.359
O 2.037 -0.611 -1.883
C 2.798 0.490 -2.462
C 1.910 1.680 -2.537
C 2.008 2.488 -3.672
C 1.137 3.561 -3.774
C 0.150 3.767 -2.833
C 0.111 2.875 -1.795
N 0.891 1.776 -1.675
H 2.570 -1.383 -1.983
H 3.195 0.271 -3.488
H 3.619 0.779 -1.794
H 2.683 2.391 -4.503
H 1.282 4.235 -4.614
H -0.566 4.573 -2.833
H -0.653 2.824 -1.066
C -0.838 -0.040 -4.719
C -1.160 -0.651 -3.372
C -1.691 -2.082 -3.552
C -2.056 0.289 -2.556
C -2.978 1.138 -3.181
C -3.865 1.918 -2.482
C -3.685 1.965 -1.125
C -2.815 1.165 -0.416
C -2.839 1.025 1.070
C -2.296 2.211 1.891
C -4.273 0.790 1.520
C -1.960 0.344 -1.175
N -1.102 -0.555 -0.448
C -1.525 -1.750 -0.366
C -2.908 -2.171 -0.363
C -3.259 -3.407 -0.008
C -2.311 -4.450 0.321
C -0.984 -4.146 0.267
C -0.573 -2.854 -0.060
F 0.690 -2.599 -0.200
H -0.008 -0.623 -5.097
H -0.382 0.982 -4.574
H -1.667 0.069 -5.487
H -0.138 -0.648 -2.911
H -2.731 -2.083 -3.884
H -1.671 -2.730 -2.636
H -1.102 -2.617 -4.253
H -3.042 1.148 -4.266
H -4.532 2.603 -2.909
H -4.436 2.539 -0.632
H -2.241 0.149 1.353
H -2.693 3.075 1.422
H -1.205 2.306 1.792
H -2.519 2.269 2.988
H -4.779 1.794 1.433
H -4.297 0.381 2.553
H -4.902 0.230 0.894
H -3.709 -1.563 -0.725
H -4.316 -3.629 -0.292
H -2.578 -5.462 0.439
H -0.369 -5.069 0.421
C -0.050 -2.104 3.402
C 0.703 -0.806 3.715
C -0.379 0.264 4.103
Sb 1.804 -0.064 2.035
C 2.648 1.906 2.595
C 3.386 1.762 3.891
C 3.566 2.241 1.487
C 3.639 -1.372 1.992
C 3.351 -2.654 2.738
C 4.084 -1.652 0.600
H -0.565 -2.526 4.247
H 0.597 -2.899 2.992
H -0.833 -1.995 2.612
H 1.392 -0.801 4.628
H -1.279 0.113 3.506
H -0.082 1.307 3.967
H -0.689 0.231 5.097
H 1.872 2.661 2.827
H 4.168 1.018 3.625
H 2.761 1.359 4.703
H 3.773 2.723 4.262
H 4.261 1.422 1.476
H 4.153 3.209 1.636
H 2.932 2.431 0.582
H 4.322 -0.798 2.571
H 2.585 -3.191 2.263
H 3.027 -2.497 3.762
H 4.238 -3.311 2.643
H 3.221 -1.923 0.001
H 4.784 -2.500 0.523
H 4.549 -0.727 0.117

---

DFT total energy, respectively: -871.98194; -458.44813; -1504.71673; -271.24347; -1044.83975; -14782.93897; -1120.09925; -3074.79243 a.u..